[1]
Below is one molecule with the formula C4H7ClS, with properties calculated with ωB97M-V/def2-TZVPD.

Values from the calculation:
Structure (SMILES): SC1(CCl)CC1
Max |F|: 4.2 eV/Å
E_LUMO: 0.468 eV
Kohn-Sham gap: 0.3507 hartree

Structure (XYZ):
```
13
C4H7ClS | the Open Molecules 2025 dataset | ωB97M-V/def2-TZVPD
S 1.9235 -0.6011 0.1537
C 0.3384 -0.0313 -0.1129
C -0.6695 -1.2399 0.0239
Cl -2.3151 -0.4855 0.0354
C -0.0444 1.3047 -0.6134
C -0.1939 1.0707 0.8069
H 2.6106 -1.5465 -0.9365
H -0.4379 -2.0286 -0.7832
H -0.4653 -1.7415 1.1016
H 0.7883 1.7786 -1.0708
H -0.8914 1.2156 -1.1575
H 0.5883 1.5764 1.5111
H -1.2317 0.7283 1.0417
```

***

[2]
Below is C35H33Cl2N6O5S2Ti as an isolated structure, with properties calculated with ωB97M-V/def2-TZVPD.

Values from the calculation:
Charge: -1
Max |F|: 2.2 eV/Å
Multiplicity: 3
E_LUMO (alpha / beta): 1.324 / 1.252 eV
Kohn-Sham gap (alpha / beta): 0.1336 / 0.2429 hartree

Structure (XYZ):
```
84
C35H33Cl2N6O5S2Ti | the Open Molecules 2025 dataset | ωB97M-V/def2-TZVPD
Ti -0.1063 -0.7379 0.7982
C 1.8939 -0.9449 -2.4448
N 0.6206 -1.6633 -2.3825
C 0.6066 -2.8867 -3.1622
C -0.5484 -0.8718 -2.6382
C -0.6575 -0.1539 -3.8302
C -1.7558 0.6379 -4.1023
C -2.7723 0.7322 -3.1609
C -2.6819 0.0333 -1.9728
C -1.5888 -0.7981 -1.7048
N -1.4921 -1.4600 -0.4501
C -2.6464 -2.0686 0.0290
C -3.7186 -2.4757 -0.7745
C -4.8434 -3.0514 -0.2114
C -4.9307 -3.2522 1.1584
C -3.8586 -2.8930 1.9609
C -2.7298 -2.3153 1.4068
N -1.5613 -2.0202 2.2022
C -1.8835 -1.3776 3.4910
C -0.8583 -3.2827 2.4962
H 2.6261 -1.5371 -2.9989
H 1.7973 0.0241 -2.9400
H 2.2911 -0.7649 -1.4420
H 0.7021 -2.7123 -4.2450
H 1.4288 -3.5319 -2.8466
H -0.3297 -3.4194 -2.9865
H 0.1652 -0.2072 -4.5325
H -1.8020 1.2065 -5.0208
H -3.6196 1.3805 -3.3324
H -3.4512 0.1510 -1.2232
H -3.6692 -2.3276 -1.8431
H -5.6631 -3.3395 -0.8567
H -5.8179 -3.6891 1.5945
H -3.9005 -3.0622 3.0277
H -2.6341 -0.6055 3.3364
H -2.2537 -2.1213 4.2082
H -0.9743 -0.9178 3.8793
H -1.4893 -3.9243 3.1241
H -0.6253 -3.7998 1.5662
H 0.0712 -3.0539 3.0201
Cl 2.5712 1.0626 4.5204
C 2.9479 -0.2658 3.4758
C 4.2052 -0.8741 3.5395
C 4.4955 -1.9391 2.7244
Cl 6.0649 -2.6898 2.8550
C 3.5676 -2.4447 1.7886
C 3.7698 -3.5570 0.9377
C 2.7247 -3.9487 0.1304
C 1.5337 -3.2344 0.0820
N 1.3378 -2.1242 0.8157
C 2.3265 -1.7888 1.7234
C 1.9843 -0.7278 2.5908
O 0.7539 -0.2515 2.5057
H 4.9400 -0.5046 4.2397
H 4.7069 -4.0920 0.9472
H 2.8233 -4.8168 -0.5104
H 0.7231 -3.4900 -0.5841
S -2.1706 1.1528 1.2983
C -1.2913 2.5465 1.6435
N -0.1241 2.6150 2.2395
C 0.5748 3.8910 2.2583
C -0.2520 4.8833 1.4203
S -1.8661 4.1033 1.1246
H 0.3577 1.7560 2.5306
H 1.5592 3.7241 1.8143
H 0.6994 4.2337 3.2895
H 0.2263 5.0798 0.4605
H -0.3980 5.8212 1.9540
O 2.3614 1.6307 0.7250
C 1.4406 1.7113 -0.0874
O 0.5371 0.7072 -0.1677
C 1.1614 2.8008 -0.9959
C 2.0611 3.8913 -1.0526
C 1.7975 4.9966 -1.8105
C 0.6012 5.0625 -2.5617
C -0.3032 3.9739 -2.5262
C -0.0221 2.8775 -1.7593
N 0.3185 6.1919 -3.3175
O -0.7370 6.2259 -3.9901
O 1.1351 7.1429 -3.3170
H 2.9762 3.8355 -0.4772
H 2.4848 5.8272 -1.8596
H -1.2118 4.0436 -3.1041
H -0.7316 2.0631 -1.7106
```

***

[3]
Below is C46H56NO2PSeTi as an isolated structure, with properties calculated with ωB97M-V/def2-TZVPD.

Values from the calculation:
Charge: +1
Max |F|: 3.2 eV/Å
Multiplicity: 2
E_LUMO (alpha / beta): -2.492 / -2.500 eV
Kohn-Sham gap (alpha / beta): 0.2928 / 0.3027 hartree

Structure (XYZ):
```
108
C46H56NO2PSeTi | the Open Molecules 2025 dataset | ωB97M-V/def2-TZVPD
Ti 0.1579 0.0232 0.8991
C -5.0550 -5.4409 2.1312
C -3.5695 -5.2961 2.4977
C -2.8109 -6.4772 1.8881
C -3.4056 -5.3495 4.0249
C -3.0427 -3.9565 1.9960
C -1.9319 -3.8521 1.1720
C -1.4799 -2.6027 0.8017
Se 0.1629 -2.3939 -0.2184
C 1.3852 -2.8133 1.2333
C 1.5964 -4.1245 1.6234
C 2.4779 -4.4011 2.6524
C 3.1545 -3.3232 3.2268
C 2.9941 -1.9986 2.8464
C 2.0610 -1.7320 1.8134
O 1.7847 -0.5033 1.3374
C 3.8984 -0.9102 3.4437
C 4.8262 -0.4269 2.3163
C 4.7540 -1.4591 4.5868
C 3.1098 0.2756 4.0217
C 2.7440 -5.8179 3.1519
C 2.3722 -5.9026 4.6397
C 1.9227 -6.8605 2.3896
C 4.2317 -6.1551 2.9669
C -2.1229 -1.4081 1.1689
O -1.5666 -0.2658 0.7326
C -3.2711 -1.4953 1.9836
C -3.6667 -2.7724 2.3779
C -4.1206 -0.3089 2.4840
C -5.5915 -0.5498 2.1054
C -3.7495 1.0611 1.9017
C -4.0204 -0.2417 4.0197
H -5.4191 -6.4245 2.4313
H -5.1938 -5.3371 1.0537
H -5.6705 -4.6915 2.6300
H -3.2432 -7.4069 2.2584
H -1.7550 -6.4681 2.1679
H -2.8892 -6.4832 0.7991
H -3.7817 -6.3002 4.4075
H -3.9569 -4.5453 4.5146
H -2.3530 -5.2584 4.3013
H -1.4071 -4.7286 0.8178
H 1.0671 -4.9144 1.1088
H 3.8653 -3.5401 4.0122
H 5.4238 -1.2591 1.9391
H 5.5040 0.3519 2.6733
H 4.2420 -0.0258 1.4901
H 5.4386 -2.2375 4.2466
H 4.1321 -1.8615 5.3894
H 5.3546 -0.6497 5.0032
H 2.5270 0.7799 3.2596
H 3.8040 1.0071 4.4406
H 2.4584 -0.0606 4.8354
H 1.3117 -5.6832 4.7801
H 2.9496 -5.1979 5.2395
H 2.5676 -6.9067 5.0202
H 0.8498 -6.6927 2.5092
H 2.1497 -7.8530 2.7796
H 2.1665 -6.8589 1.3254
H 4.8744 -5.4815 3.5352
H 4.5071 -6.0848 1.9131
H 4.4279 -7.1736 3.3058
H -4.5318 -2.8484 3.0233
H -5.7130 -0.5392 1.0211
H -6.2164 0.2382 2.5293
H -5.9622 -1.5032 2.4787
H -3.7677 1.0421 0.8124
H -2.7700 1.4102 2.2217
H -4.4844 1.7930 2.2435
H -4.4912 -1.1109 4.4803
H -4.5227 0.6536 4.3913
H -2.9834 -0.2124 4.3628
N -0.2163 0.3150 3.0592
C -0.2367 1.6516 3.6378
C -0.4601 1.7961 4.9989
C -0.5014 3.0562 5.5737
C -0.3115 4.1782 4.7815
C -0.0906 4.0381 3.4217
C -0.0440 2.7765 2.8290
P 0.0126 2.5324 1.0106
C -0.2682 4.2184 0.3632
C 0.7547 5.1038 0.0374
C 0.4449 6.3831 -0.4001
C -0.8786 6.7805 -0.5227
C -1.9010 5.8974 -0.2093
C -1.5983 4.6182 0.2279
C 1.7704 2.2724 0.5423
C 1.9428 1.6435 -0.6973
C 3.2046 1.5450 -1.2639
C 4.3009 2.0591 -0.5878
C 4.1373 2.6741 0.6474
C 2.8776 2.7829 1.2137
H 0.4539 -0.2564 3.5676
H -1.1269 -0.1214 3.1941
H -0.6107 0.9170 5.6154
H -0.6863 3.1597 6.6344
H -0.3422 5.1662 5.2214
H 0.0436 4.9186 2.8070
H 1.7891 4.8050 0.1208
H 1.2440 7.0684 -0.6502
H -1.1109 7.7790 -0.8686
H -2.9335 6.2037 -0.3131
H -2.3930 3.9228 0.4747
H 1.0727 1.2974 -1.2523
H 3.3300 1.0904 -2.2377
H 5.2870 1.9834 -1.0266
H 4.9936 3.0901 1.1626
H 2.7467 3.2746 2.1710
```

***

Q: max |F| of number 2 (C35H33Cl2N6O5S2Ti)?
A: 2.2 eV/Å

***

Q: Which of these has the highest max |F|?
A: C4H7ClS

***

Q: The highest max |F| belongs to which entry?
A: C4H7ClS